Computed, not measured: a 6-piece molecular cluster, C15H42O9 overall in a non-equilibrium geometry, with ωB97M-V/def2-TZVPD.

## Properties
Spin multiplicity = 2
Frontier orbital gap (spin up / spin down) = 8.09 / 1.78 eV
Total energy = -1273.3530 Eh
Highest occupied orbital energy (spin up / spin down) = -11.53 / -11.53 eV
F_max = 4.01 eV/A
Charge = +1

Cartesian coordinates (Å):
C  1.7568  -0.4732  1.6573
C  1.7661  -0.5692  0.1398
C  0.3729  -0.1679  -0.4161
O  2.5967  0.3465  -0.5205
H  1.7049  0.5636  1.9897
H  2.5367  -1.1159  2.0657
H  0.9060  -0.9217  2.1701
H  1.8745  -1.5934  -0.2170
H  -0.0925  0.7130  0.0261
H  -0.5034  -0.8038  -0.2901
H  0.4940  -0.0107  -1.4879
H  2.2297  1.2088  -0.3123
C  -4.1068  -1.6544  -4.6758
C  -2.7145  -1.6856  -3.9909
C  -2.7450  -1.9497  -2.5041
O  -2.0380  -2.7102  -4.6772
H  -4.1049  -1.7822  -5.7583
H  -4.5659  -0.6848  -4.4830
H  -4.8828  -2.3394  -4.3344
H  -2.1427  -0.7704  -4.1444
H  -2.9252  -2.9794  -2.1952
H  -3.4852  -1.2738  -2.0757
H  -1.8316  -1.6638  -1.9825
H  -1.5092  -2.2328  -5.3206
C  -1.6120  1.2890  2.5711
C  -3.0348  1.5734  2.9548
C  -3.6408  2.5573  1.8624
O  -3.9669  0.5131  2.9173
H  -1.4357  1.1258  1.5079
H  -1.2677  0.4002  3.0997
H  -0.8559  2.0355  2.8146
H  -3.1771  1.9040  3.9837
H  -3.7196  2.1231  0.8658
H  -3.1151  3.5054  1.7493
H  -4.6605  2.8697  2.0874
H  -4.0918  0.2655  3.8364
C  -2.6654  -2.4461  1.7692
C  -4.1831  -2.4664  1.5233
O  -4.5703  -3.4989  0.5988
O  -2.2914  -3.5976  2.4244
H  -2.3132  -1.6498  2.4248
H  -2.1948  -2.4643  0.7862
H  -4.3903  -1.4728  1.1259
H  -4.8119  -2.5304  2.4113
H  -5.1778  -4.1344  0.9843
H  -2.5250  -4.3294  1.8487
C  5.1962  0.7859  -2.8533
C  5.3183  -0.5460  -2.1670
O  4.3149  -1.4215  -2.2631
O  4.1048  1.6209  -2.4541
H  5.1578  0.6129  -3.9288
H  6.1420  1.3264  -2.8151
H  5.5813  -0.3981  -1.1196
H  6.2013  -0.9030  -2.6972
H  3.5664  -1.1543  -1.7246
H  3.8629  1.3111  -1.5783
C  4.5794  2.8572  2.5824
C  4.3941  3.0673  1.1514
O  3.0377  3.2575  1.0434
O  4.3903  4.0748  3.3222
H  5.5357  2.3716  2.7770
H  3.8568  2.1153  2.9222
H  4.5649  2.0804  0.7213
H  4.9790  3.9294  0.8310
H  2.8779  3.8180  0.2806
H  3.4492  4.1731  3.1598